{"formula": "C19H25Cl2I2N6O2", "method": "ωB97M-V with the def2-TZVPD basis set", "elements": ["C", "C", "C", "O", "O", "C", "C", "C", "N", "C", "N", "C", "I", "C", "C", "I", "N", "C", "C", "C", "N", "N", "C", "C", "C", "N", "C", "C", "H", "H", "H", "H", "H", "H", "H", "H", "H", "H", "H", "H", "H", "H", "H", "H", "H", "H", "H", "H", "H", "H", "H", "C", "Cl", "Cl", "H", "H"], "coordinates": [[-3.86430, 2.95406, -0.10489], [-4.59292, 1.68540, -0.88566], [-3.48343, 0.75993, -1.72085], [-2.81945, 1.28734, -2.76902], [-3.31006, -0.63081, -1.25726], [-1.89933, -0.94166, -0.97823], [-1.48200, -0.59474, 0.59777], [0.14122, -0.47534, 0.82250], [0.77551, 0.57948, 1.75028], [2.24776, 0.24060, 1.63294], [3.25605, 0.93867, 2.30825], [2.74587, 2.06246, 3.23017], [2.28314, 4.08525, 2.53519], [2.55048, 1.65286, 4.67047], [1.98913, 2.63054, 5.86060], [3.04345, -0.44152, 5.25942], [2.53000, -0.92491, 0.70944], [3.93207, -1.44468, 0.48054], [4.87292, -0.45457, -0.46101], [4.11135, 0.56266, -1.53975], [6.25988, -0.44458, -0.37491], [1.28915, -1.32776, 0.24141], [1.10452, -2.50681, -0.68793], [0.67785, -3.97427, -0.02136], [0.49285, -5.22104, -1.06839], [0.62362, -5.20151, -2.56476], [1.01395, -3.86876, -3.13782], [1.28679, -2.46517, -2.33776], [-2.93572, 3.35676, -0.71007], [-4.67983, 3.79302, -0.02151], [-3.45181, 2.56833, 0.92305], [-5.19714, 1.04721, -0.11078], [-5.28770, 2.18463, -1.71355], [-1.13432, -0.46166, -1.74417], [-1.77469, -2.11917, -1.10996], [-1.99286, -1.45551, 1.24724], [-2.07280, 0.39846, 0.89275], [4.27365, 0.71512, 2.23005], [1.38128, 3.56289, 5.49532], [1.34162, 1.94030, 6.58627], [2.93391, 2.94835, 6.50633], [3.95647, -2.56316, 0.07292], [4.46144, -1.45591, 1.54978], [3.36608, -0.12520, -2.13908], [4.95244, 0.96983, -2.25883], [3.56309, 1.40873, -0.93210], [6.54434, -1.14328, 0.36451], [0.56822, -4.01042, 1.14307], [0.20887, -6.27135, -0.57550], [1.12860, -3.81748, -4.32566], [1.59681, -1.45242, -2.88703], [-7.44455, 2.15663, -3.73201], [-7.01788, 3.46334, -2.62056], [-8.68798, 2.67552, -4.87646], [-6.55268, 1.85657, -4.28752], [-7.82293, 1.30875, -3.15587]], "nbo_charge": [-0.6244, -0.5280, 0.7881, -0.5769, -0.5458, -0.0813, -0.5092, 0.4813, -0.4497, 0.6114, -0.6562, -0.1139, 0.2526, -0.0894, -0.6969, 0.1681, -0.2235, -0.3264, 0.2818, -0.6870, -0.5760, -0.2578, 0.1003, -0.2556, 0.0357, -0.3786, 0.0394, -0.2599, 0.2352, 0.2419, 0.2054, 0.2364, 0.2663, 0.2207, 0.2172, 0.2743, 0.2829, 0.4533, 0.2631, 0.2536, 0.2581, 0.2927, 0.2482, 0.2182, 0.2760, 0.2437, 0.3356, 0.2606, 0.2502, 0.2530, 0.2646, -0.4031, -0.0186, -0.0029, 0.2273, 0.2242], "e_homo_ev": -11.642, "lumo_ev": -3.920, "total_charge": 1, "homo_lumo_gap_ev": 7.7}

---

{"formula": "C19H25ClN4O3S", "method": "ωB97M-V with the def2-TZVPD basis set", "elements": ["C", "C", "C", "C", "C", "N", "C", "O", "C", "C", "C", "N", "S", "O", "O", "C", "C", "C", "N", "N", "C", "C", "C", "C", "C", "C", "Cl", "C", "H", "H", "H", "H", "H", "H", "H", "H", "H", "H", "H", "H", "H", "H", "H", "H", "H", "H", "H", "H", "H", "H", "H", "H", "H"], "coordinates": [[-7.22886, -2.36959, -2.79404], [-5.92773, -2.28975, -2.05734], [-5.57568, -1.14469, -1.35280], [-4.37189, -1.05161, -0.68283], [-3.46988, -2.11246, -0.69637], [-2.23865, -2.08782, -0.04676], [-1.67090, -1.08619, 0.68242], [-2.21669, -0.03745, 0.93872], [-0.27166, -1.45845, 1.18149], [0.69843, -1.73589, 0.02358], [0.99362, -0.44528, -0.73397], [1.58089, 0.50912, 0.17971], [2.28459, 1.83510, -0.57595], [3.05553, 1.33036, -1.67571], [1.30902, 2.85666, -0.85471], [3.36674, 2.38816, 0.69276], [4.41678, 1.62690, 1.24857], [4.78299, 0.23881, 0.88185], [5.04049, 2.33419, 2.17030], [4.42880, 3.52330, 2.22317], [4.88793, 4.53430, 3.12954], [3.40575, 3.60845, 1.34661], [2.55676, 4.81198, 1.19490], [0.66688, 0.88594, 1.23616], [0.30125, -0.34444, 2.06436], [-3.82833, -3.26047, -1.40765], [-2.73494, -4.61653, -1.45998], [-5.03301, -3.35169, -2.07629], [-7.47467, -3.39856, -3.04256], [-8.03405, -1.94814, -2.19625], [-7.16784, -1.79906, -3.72089], [-6.25749, -0.30797, -1.32657], [-4.11312, -0.15844, -0.13967], [-1.71176, -2.94582, -0.16190], [-0.38090, -2.36916, 1.78416], [0.30076, -2.47886, -0.66933], [1.63305, -2.12085, 0.43567], [1.72010, -0.60891, -1.53096], [0.06725, -0.04666, -1.17622], [4.05183, -0.45649, 1.29175], [4.76838, 0.14141, -0.20120], [5.76714, -0.00197, 1.27325], [4.09918, 4.80985, 3.83217], [5.20404, 5.42547, 2.58435], [5.73395, 4.12321, 3.67527], [1.80615, 4.61274, 0.43474], [3.15662, 5.66965, 0.89130], [2.06413, 5.05811, 2.13577], [1.17506, 1.62538, 1.85906], [-0.24005, 1.34467, 0.82322], [1.19554, -0.71513, 2.56812], [-0.43505, -0.05692, 2.81521], [-5.27389, -4.25575, -2.61496]], "nbo_charge": [-0.6249, -0.0192, -0.1975, -0.2347, 0.1915, -0.6363, 0.6908, -0.6091, -0.3099, -0.3969, -0.2412, -0.6763, 2.3470, -0.9408, -0.9511, -0.5045, 0.1876, -0.6505, -0.2750, -0.1613, -0.4096, 0.2340, -0.6703, -0.2465, -0.3909, -0.0660, -0.0140, -0.2265, 0.2152, 0.2198, 0.2222, 0.2140, 0.2579, 0.4108, 0.2288, 0.2117, 0.2170, 0.2432, 0.1852, 0.2251, 0.2437, 0.2308, 0.2062, 0.2078, 0.2410, 0.2741, 0.2268, 0.2234, 0.2154, 0.2174, 0.2085, 0.2319, 0.2239], "smiles": "Cc1ccc(NC(=O)C2CCN(S(=O)(=O)c3c(C)nn(C)c3C)CC2)c(Cl)c1", "e_homo_ev": -8.540, "lumo_ev": 0.578, "de_lowest_ev": 0.000, "homo_lumo_gap_ev": 9.1}

---

{"formula": "C19H25N3NiSSi", "method": "ωB97M-V with the def2-TZVPD basis set", "elements": ["C", "C", "C", "H", "C", "C", "H", "H", "H", "H", "Ni", "C", "H", "H", "H", "Si", "C", "C", "H", "C", "H", "C", "H", "C", "H", "C", "H", "C", "C", "H", "C", "H", "C", "H", "C", "H", "C", "H", "H", "H", "N", "N", "C", "N", "S", "H", "H", "H", "H", "H"], "coordinates": [[0.72964, 2.56612, 1.42080], [-0.40818, 2.60229, 0.58517], [-1.56899, 2.43443, 1.38064], [-0.38923, 2.82660, -0.47954], [-1.16381, 2.35453, 2.74532], [0.26905, 2.44601, 2.77480], [0.89516, 2.50871, 3.66222], [1.74364, 2.75091, 1.07100], [-2.58412, 2.43193, 0.98816], [-1.83007, 2.28185, 3.60791], [-0.30888, 0.80825, 1.71954], [-1.09002, -1.29840, -0.53031], [-1.67054, -1.64871, 0.35447], [-1.77900, -1.36331, -1.39849], [-0.85001, -0.21322, -0.53488], [0.03919, -3.14318, -1.36184], [1.72876, -2.33273, -1.34300], [1.85242, -1.02307, -0.84774], [0.99971, -0.55980, -0.35564], [3.02224, -0.27312, -0.96246], [3.04129, 0.77010, -0.61627], [4.15709, -0.88631, -1.50389], [5.06217, -0.29793, -1.65444], [4.12258, -2.25778, -1.80233], [5.06577, -2.77151, -2.03786], [2.91362, -2.98340, -1.75891], [2.87183, -4.04414, -2.03170], [-1.93066, 0.99975, -1.65051], [-1.36006, 1.90615, -2.47550], [-0.35535, 1.79097, -2.87986], [-2.16606, 3.04422, -2.75214], [-1.76729, 3.83761, -3.38488], [-3.45297, 3.13230, -2.21023], [-4.05449, 4.02676, -2.39354], [-3.97754, 2.11918, -1.40015], [-4.98048, 2.18921, -0.97427], [-3.17521, 0.97661, -1.12551], [-3.55405, 0.14448, -0.53121], [0.00650, -3.69930, 0.04134], [0.19811, -4.26024, -2.35396], [1.33953, -0.21425, 2.03392], [1.18313, -1.60701, 2.32132], [-0.08188, -2.03261, 2.30428], [-0.24663, -3.41337, 2.29907], [-1.38629, -0.92145, 2.34223], [2.08532, -0.08141, 1.34740], [1.71740, 0.22346, 2.87801], [1.93388, -2.26271, 2.04807], [-1.22391, -3.65567, 2.49506], [0.37766, -3.92782, 2.93037]], "lowdin_spin": [0.0432, 0.0014, 0.0251, -0.0013, 0.0225, 0.0085, 0.0008, 0.0065, 0.0019, 0.0007, 0.8153, 0.0516, 0.0060, 0.0107, 0.0222, 0.0180, 0.0020, -0.0004, -0.0016, 0.0004, 0.0002, 0.0007, 0.0000, 0.0000, 0.0000, 0.0009, 0.0001, 0.6224, 0.0859, 0.0130, 0.0380, 0.0065, -0.0198, -0.0010, 0.0339, 0.0058, 0.0732, 0.0101, 0.0045, 0.0018, 0.0319, 0.0031, 0.0031, 0.0058, 0.0402, 0.0018, 0.0013, 0.0021, 0.0013, -0.0003], "spin_multiplicity": 3, "e_homo_ev": [-5.861, -5.851], "lumo_ev": [-0.083, -0.231], "de_lowest_ev": 0.983, "homo_lumo_gap_ev": [5.8, 5.6]}

---

{"formula": "C19H25N5S2", "method": "ωB97M-V with the def2-TZVPD basis set", "elements": ["C", "C", "C", "C", "C", "N", "C", "N", "C", "S", "C", "C", "N", "C", "C", "C", "C", "C", "S", "C", "N", "C", "C", "C", "C", "N", "H", "H", "H", "H", "H", "H", "H", "H", "H", "H", "H", "H", "H", "H", "H", "H", "H", "H", "H", "H", "H", "H", "H", "H", "H"], "coordinates": [[-5.62896, 0.75958, -0.44082], [-4.34811, 1.50161, -0.31629], [-4.16892, 2.88572, -0.07904], [-2.81382, 3.08512, -0.03896], [-2.03862, 4.32867, 0.17339], [-2.24752, 1.85449, -0.25151], [-0.91467, 1.50549, -0.29332], [-0.66921, 0.25203, -0.65454], [0.57352, -0.18409, -0.65856], [0.81443, -1.84161, -1.13048], [-0.88399, -2.36658, -1.51532], [-1.77094, -2.45373, -0.27777], [-1.06356, -2.99494, 0.86662], [-0.81298, -4.41464, 0.74304], [-1.73957, -2.68338, 2.10651], [1.63926, 0.66711, -0.31145], [3.05313, 0.49624, -0.22627], [3.68749, 1.64315, 0.11987], [2.59778, 2.99146, 0.38216], [1.24181, 1.98221, 0.00594], [-0.00925, 2.41409, 0.03015], [5.15956, 1.79791, 0.28046], [5.87100, 0.62324, -0.39262], [5.22369, -0.69221, 0.03207], [3.79002, -0.77805, -0.48974], [-3.18507, 0.90193, -0.41781], [-5.42340, -0.29101, -0.62364], [-6.21820, 1.16020, -1.26454], [-6.21332, 0.85926, 0.47296], [-4.93580, 3.62326, 0.04417], [-1.35275, 4.49871, -0.65433], [-1.43836, 4.25493, 1.07827], [-2.72144, 5.17029, 0.25848], [-1.29628, -1.64411, -2.21710], [-0.75727, -3.33082, -2.00681], [-2.10093, -1.44248, -0.03241], [-2.66259, -3.05395, -0.53909], [-1.74195, -5.00356, 0.66527], [-0.20323, -4.60320, -0.13840], [-0.25931, -4.75472, 1.61696], [-2.73318, -3.15326, 2.18170], [-1.85974, -1.60409, 2.18746], [-1.12893, -3.02978, 2.93979], [5.48607, 2.74710, -0.15023], [5.40819, 1.82306, 1.34676], [6.92791, 0.63170, -0.12212], [5.79731, 0.72685, -1.47688], [5.80082, -1.53640, -0.34765], [5.21782, -0.75094, 1.12237], [3.26117, -1.60913, -0.01962], [3.79089, -0.96875, -1.56704]], "nbo_charge": [-0.6383, 0.1686, -0.3402, 0.2034, -0.6401, -0.2082, 0.5678, -0.5141, 0.1267, 0.2926, -0.5262, -0.2581, -0.4392, -0.4129, -0.4035, -0.1383, -0.0595, -0.1478, 0.4044, 0.0818, -0.5079, -0.4399, -0.3860, -0.3893, -0.4286, -0.2697, 0.2313, 0.2207, 0.2205, 0.2223, 0.2365, 0.2403, 0.2179, 0.2500, 0.2224, 0.2562, 0.1649, 0.1610, 0.1936, 0.2008, 0.1582, 0.2048, 0.1953, 0.2208, 0.2145, 0.2114, 0.2000, 0.2118, 0.1985, 0.2306, 0.2179], "smiles": "Cc1cc(C)n(-c2nc(SCCN(C)C)c3c4c(sc3n2)CCCC4)n1", "e_homo_ev": -7.735, "lumo_ev": 0.665, "homo_lumo_gap_ev": 8.4}

---

{"formula": "C19H25NO", "method": "ωB97M-V with the def2-TZVPD basis set", "elements": ["C", "C", "N", "C", "C", "C", "C", "O", "C", "C", "C", "C", "C", "C", "C", "C", "C", "C", "C", "C", "C", "H", "H", "H", "H", "H", "H", "H", "H", "H", "H", "H", "H", "H", "H", "H", "H", "H", "H", "H", "H", "H", "H", "H", "H", "H"], "coordinates": [[-4.83559, 2.39814, -0.15563], [-3.63811, 1.52539, -0.54728], [-3.85021, 0.09186, -0.46871], [-4.86651, -0.40541, -1.37716], [-4.65706, -1.87863, -1.71460], [-3.96350, -0.42804, 0.88276], [-2.91505, -1.51646, 1.19991], [-1.77823, -1.01759, 1.87160], [-0.77508, -0.41067, 1.17418], [-0.75939, -0.19448, -0.19716], [0.33189, 0.42651, -0.78310], [1.41637, 0.84712, -0.03160], [2.61383, 1.50324, -0.66905], [3.82107, 0.61229, -0.53688], [4.91478, 0.98763, 0.22981], [6.00742, 0.14723, 0.35936], [6.01681, -1.08204, -0.27516], [4.92760, -1.46712, -1.03945], [3.83827, -0.62612, -1.16772], [1.39282, 0.62467, 1.34160], [0.31669, 0.00624, 1.93858], [-5.16396, 2.17341, 0.85681], [-4.55398, 3.44690, -0.20088], [-5.67031, 2.23621, -0.83348], [-3.34754, 1.75692, -1.57666], [-2.78565, 1.76389, 0.09469], [-4.79675, 0.17752, -2.29884], [-5.88441, -0.27565, -0.96935], [-5.38242, -2.18886, -2.46302], [-3.65839, -2.03409, -2.11446], [-4.78257, -2.50362, -0.83435], [-4.96300, -0.84905, 1.05131], [-3.81658, 0.37340, 1.61189], [-3.34232, -2.23266, 1.90821], [-2.62733, -2.04913, 0.28910], [-1.59872, -0.48071, -0.80960], [0.32496, 0.59056, -1.85191], [2.40874, 1.68897, -1.72602], [2.81164, 2.46250, -0.18476], [4.91507, 1.94703, 0.72876], [6.85285, 0.45351, 0.95862], [6.86877, -1.73845, -0.17474], [4.92888, -2.42634, -1.53685], [2.98667, -0.92959, -1.75986], [2.23194, 0.93849, 1.94564], [0.29456, -0.16901, 3.00295]], "nbo_charge": [-0.6348, -0.2026, -0.4731, -0.2061, -0.6125, -0.2577, -0.0722, -0.4998, 0.2865, -0.2678, -0.2083, -0.0429, -0.4600, 0.0922, -0.2578, -0.1927, -0.2276, -0.2006, -0.2416, -0.1875, -0.2497, 0.2021, 0.2146, 0.2025, 0.1912, 0.2024, 0.1955, 0.1612, 0.2122, 0.2079, 0.1993, 0.1883, 0.2123, 0.1905, 0.1831, 0.2334, 0.2043, 0.2178, 0.2157, 0.2067, 0.2094, 0.2113, 0.2111, 0.2118, 0.2111, 0.2212], "smiles": "CCN(CC)CCOc1ccc(Cc2ccccc2)cc1", "e_homo_ev": -7.977, "lumo_ev": 0.877, "de_lowest_ev": 0.646, "homo_lumo_gap_ev": 8.9}